A | A structure of composition AlH10O5. Source: the OMol25 dataset; level of theory: ωB97M-V/def2-TZVPD.

Summary:
* frontier orbital gap: 1.5 eV
* HOMO: -20.076 eV

```
! wB97M-V def2-TZVPD RIJCOSX def2/J DEFGRID3
* xyz 3 1
Al 0.99671 0.38990 0.01655
O 2.46727 -3.59826 -3.68213
O -2.80219 -1.30880 -3.74668
O -0.17944 -0.41692 5.43401
O -4.01261 0.28958 2.42944
O 4.45407 4.84253 -0.55699
H 5.37127 4.76164 -0.81861
H -2.71988 -1.22370 -4.69653
H -0.57737 0.29888 5.92950
H 2.04931 -3.94765 -4.46920
H 4.37787 5.73608 -0.22237
H -4.08307 -0.41687 3.07147
H -4.59802 0.97185 2.75812
H -3.74499 -1.36643 -3.59170
H -0.39392 -1.20385 5.93496
H 3.39498 -3.80798 -3.78982
*
```


B | A structure of composition AlH10O5. Source: the OMol25 dataset; level of theory: ωB97M-V/def2-TZVPD.

Summary:
* frontier orbital gap: 2.0 eV
* HOMO: -21.425 eV

```
! wB97M-V def2-TZVPD RIJCOSX def2/J DEFGRID3
* xyz 3 1
Al 0.21278 -0.49704 -0.18227
O -3.41755 0.28680 -2.25976
O -2.18092 -3.80588 -1.14233
O 3.93971 0.60887 -1.82535
O 1.82221 3.24424 1.10782
O -0.16315 -0.14768 3.98439
H -1.09300 -0.10483 4.20747
H -4.22650 0.69622 -1.95284
H 1.99385 4.03561 0.59741
H -3.65946 -0.13366 -3.08495
H -2.84903 -4.21322 -0.59103
H 4.43929 1.42048 -1.73627
H 0.28049 -0.25910 4.82523
H -1.97394 -4.47056 -1.79929
H 4.58929 -0.04591 -2.08137
H 2.28594 3.38569 1.93315
*
```


Bottom line: A, by a margin of 75.5 kJ/mol.